No. 1
C5H8N2O | ωB97M-V/def2-TZVPD

```
16
Properties=species:S:1:pos:R:3:forces:R:3
H 2.609640 -1.974292 -0.143318 0.34 0.31 0.09
N 2.799048 -0.967394 -0.027924 -0.37 -0.97 -0.35
C 1.705484 -0.342237 -0.104336 -0.85 0.95 0.36
C 1.582488 1.160473 0.055046 -0.12 0.51 -0.26
C 0.102452 1.449492 -0.127186 1.02 -0.01 0.19
C -0.516989 0.304975 -0.340545 0.18 -0.12 -0.09
O -1.821305 0.106937 -0.636726 0.48 0.27 -0.89
C -2.559968 -0.572768 0.325883 -0.85 -0.85 1.48
N 0.376225 -0.798910 -0.259247 -0.14 -1.33 -0.83
H 1.954369 1.477573 1.026471 0.03 -0.09 0.18
H 2.217250 1.674677 -0.680658 -0.15 -0.16 0.07
H -0.323426 2.420902 -0.034795 -0.36 0.34 -0.08
H -3.578241 -0.806111 -0.042811 0.65 0.44 -0.06
H -2.100438 -1.540105 0.583798 -0.02 0.25 0.01
H -2.637761 0.036527 1.254865 -0.02 -0.36 -0.49
H 0.191172 -1.629734 -0.848518 0.19 0.82 0.66
```
Positions in Å, forces in eV/Å.

The lowest unoccupied orbital energy comes out at 0.82 eV. As for the multiplicity: 1. The HOMO energy comes out at -8.3 eV. As for the total energy: -10341.28877 eV. Its charge is 0. The orbital gap is 9.143 eV.

Partial atomic charges computed with the Mulliken method, in multiples of e: H 0.225; N -0.652; C 0.127; C -0.280; C -0.484; C 0.291; O -0.396; C -0.725; N -0.175; H 0.241; H 0.295; H 0.414; H 0.230; H 0.322; H 0.291; H 0.275

=====

No. 2
C5H8N2O | ωB97M-V/def2-TZVPD

```
16
Properties=species:S:1:pos:R:3:forces:R:3
O -1.878781 2.205107 0.081566 3.56 -2.74 -2.46
C -0.786932 1.706178 -0.426752 -2.74 4.11 3.38
N -0.223791 0.546538 -0.169582 0.32 -2.72 2.11
C -0.773908 -0.607448 0.513979 -6.95 0.03 1.73
C -0.275905 -1.848036 -0.140749 1.10 2.48 1.17
C 1.043718 -1.273929 -0.349675 3.86 -0.65 -3.00
C 1.842644 -0.698813 0.739272 0.73 0.72 -0.54
N 1.125159 0.230860 -0.458430 0.97 -2.42 0.53
H -0.029702 2.387967 -0.816244 -0.16 0.10 -0.87
H -1.944400 -0.583425 0.242991 2.32 0.35 1.44
H -0.648246 -0.769084 1.667458 -0.30 1.37 -2.07
H -0.087560 -2.628980 0.591106 -1.07 -0.77 -0.71
H -0.699590 -1.847674 -1.114749 -0.81 -1.57 -0.60
H 1.470773 -1.838147 -1.207550 0.88 0.79 0.75
H 1.332051 -0.667314 1.760107 1.35 0.13 -1.52
H 3.029654 -0.803692 0.603980 -3.05 0.78 0.64
```
Positions in Å, forces in eV/Å.

The lowest unoccupied orbital energy comes out at 0.65 eV. As for the multiplicity: 1. The HOMO energy comes out at -9.1 eV. As for the total energy: -10337.72288 eV. Its charge is 0. The orbital gap is 9.741 eV.

Partial atomic charges computed with the Mulliken method, in multiples of e: O -0.602; C 0.057; N 0.554; C -0.870; C -0.405; C -0.140; C -0.317; N -0.632; H 0.341; H 0.307; H 0.189; H 0.298; H 0.387; H 0.383; H 0.183; H 0.267

=====

No. 3
C5H8N2O | ωB97M-V/def2-TZVPD

```
16
Properties=species:S:1:pos:R:3:forces:R:3
N -0.667075 1.925024 0.094720 -0.22 -0.24 0.38
C 0.155052 0.727629 0.138516 -0.70 -0.88 0.89
O 1.455560 1.109478 0.519062 0.31 0.22 0.20
C 0.294382 0.037877 -1.189121 0.31 -0.56 -0.13
C 0.324859 -1.299322 -1.285246 -0.08 1.19 -0.31
C 0.099684 -2.113136 -0.108980 -0.32 -0.21 0.46
N -0.306218 -1.674733 1.008456 0.30 -0.89 0.23
C -0.469646 -0.281861 1.217570 0.38 1.55 -1.02
H -1.592147 1.726194 -0.265679 0.00 0.04 0.02
H -0.235577 2.633698 -0.476303 0.14 0.13 -0.24
H 1.398587 1.614562 1.350235 -0.12 -0.21 -0.37
H 0.421742 0.684495 -2.050141 0.03 -0.05 -0.07
H 0.451160 -1.794271 -2.236191 0.06 -0.01 -0.11
H 0.202280 -3.188310 -0.199434 0.05 -0.15 -0.05
H 0.010021 -0.021346 2.164720 -0.18 0.01 0.06
H -1.542664 -0.085979 1.317818 0.03 0.07 0.07
```
Positions in Å, forces in eV/Å.

The lowest unoccupied orbital energy comes out at 0.56 eV. As for the multiplicity: 1. The HOMO energy comes out at -9.1 eV. As for the total energy: -10341.37007 eV. Its charge is 0. The orbital gap is 9.633 eV.

Partial atomic charges computed with the Mulliken method, in multiples of e: N -0.692; C 0.977; O -0.600; C -0.606; C -0.356; C -0.116; N -0.599; C -0.484; H 0.247; H 0.223; H 0.351; H 0.314; H 0.364; H 0.391; H 0.247; H 0.339

=====

No. 4
C5H8N2O | ωB97M-V/def2-TZVPD

```
16
Properties=species:S:1:pos:R:3:forces:R:3
C 1.704984 -1.511393 -0.207297 -1.72 -1.83 -1.57
C 0.429318 -1.268110 -1.049056 0.40 0.48 0.75
C -0.308541 0.830923 0.160424 3.56 0.01 1.10
C -0.322072 1.205000 1.726208 -2.40 2.22 -2.54
C -0.351424 -0.710293 0.172002 -1.05 0.94 -1.87
N 1.422719 -1.652027 1.057988 3.29 0.11 0.09
N 0.254020 -1.243455 1.356360 -2.00 0.15 0.91
O 0.571721 0.531575 2.396138 1.12 -2.03 0.22
H 2.633590 -1.814898 -0.642663 0.58 0.02 0.17
H 0.637339 -0.414715 -1.729958 -0.29 -0.91 -0.15
H -0.153535 -2.146533 -1.567228 1.63 1.48 1.03
H -0.910745 1.148500 -0.635165 -2.21 0.99 -0.19
H 0.666321 1.309418 -0.299482 -0.94 -1.56 1.23
H 0.029483 2.260131 1.752749 -0.36 -0.08 0.09
H -1.382496 1.161769 2.079141 0.56 -0.07 0.14
H -1.388615 -1.022258 0.071501 -0.19 0.07 0.60
```
Positions in Å, forces in eV/Å.

The lowest unoccupied orbital energy (alpha / beta) comes out at -1.00 / -0.85 eV. As for the multiplicity: 1. The HOMO energy (alpha / beta) comes out at -9.4 / -9.0 eV. As for the total energy: -10336.71595 eV. Its charge is 0. The orbital gap (alpha / beta) is 8.433 / 8.134 eV.

Partial atomic charges computed with the Mulliken method, in multiples of e: C -0.128; C -0.630; C -1.039; C -0.330; C 0.252; N -0.419; N -0.229; O -0.410; H 0.474; H 0.293; H 0.302; H 0.567; H 0.252; H 0.357; H 0.260; H 0.428

=====

No. 5
C5H8N2O | ωB97M-V/def2-TZVPD

```
16
Properties=species:S:1:pos:R:3:forces:R:3
O 0.828533 -0.184651 1.574332 -1.53 -3.12 2.03
C 1.450481 0.003632 0.383520 1.46 0.21 -1.54
C 0.629013 0.758691 -0.666085 0.24 -0.90 -0.76
C -0.714117 1.308771 -0.112845 -0.21 1.10 -3.62
C -1.663440 0.280236 0.301720 -1.43 0.47 2.62
N -1.609558 -0.982287 0.285546 1.99 -0.63 -1.46
N -0.472107 -1.499015 -0.403250 1.08 0.51 -0.22
C 0.812327 -0.793396 -0.727851 -2.50 0.83 0.35
H 0.339083 -1.172414 1.629050 2.00 3.87 -0.58
H 2.578441 0.245322 0.377394 -1.76 -0.79 0.29
H 1.141362 1.211361 -1.556925 -0.53 0.14 1.43
H -0.579222 2.058785 0.661385 0.17 -0.14 0.24
H -1.335105 1.904100 -0.957413 1.64 -1.15 1.49
H -2.472196 0.669060 0.965977 0.24 -0.36 -0.90
H -0.315080 -2.468267 -0.261370 -0.48 -0.70 0.39
H 1.381586 -1.339928 -1.493186 -0.37 0.66 0.24
```
Positions in Å, forces in eV/Å.

The lowest unoccupied orbital energy comes out at 0.86 eV. As for the multiplicity: 1. The HOMO energy comes out at -8.3 eV. As for the total energy: -10338.84397 eV. Its charge is 0. The orbital gap is 9.201 eV.

Partial atomic charges computed with the Mulliken method, in multiples of e: O -0.584; C -0.163; C -0.361; C -0.451; C -0.031; N -0.647; N -0.228; C -0.181; H 0.372; H 0.313; H 0.382; H 0.306; H 0.287; H 0.356; H 0.246; H 0.385

=====

No. 6
C5H8N2O | ωB97M-V/def2-TZVPD

```
16
Properties=species:S:1:pos:R:3:forces:R:3
O 0.328866 1.967446 -1.782363 0.77 1.19 -0.21
C 0.423485 1.553814 -0.440158 -1.40 1.07 -1.16
C 0.561788 0.135856 -0.383174 1.58 -3.05 0.66
C 0.937692 -0.897578 0.645686 2.73 -0.30 -0.71
C -0.288380 -1.662697 1.017176 -1.31 -0.15 -0.06
N -1.474779 -1.520332 0.526567 0.74 -0.31 0.13
N -1.686236 -0.472576 -0.422380 1.59 -0.23 0.10
C -0.769060 0.529628 0.011934 -0.36 3.32 -0.33
H 1.199300 2.123191 -2.212761 -0.64 -0.23 0.74
H 0.828159 2.265760 0.331027 -0.83 -0.62 -0.81
H 0.580900 -0.190350 -1.462114 -0.28 -0.17 1.43
H 1.462097 -0.469893 1.534115 -0.36 -0.42 -0.50
H 1.645528 -1.606063 0.120263 -0.40 0.35 1.00
H -0.174048 -2.423868 1.798658 -0.21 0.06 -0.46
H -2.610531 -0.197329 -0.324370 -2.14 0.27 0.19
H -0.964781 0.864992 1.041892 0.55 -0.76 0.00
```
Positions in Å, forces in eV/Å.

The lowest unoccupied orbital energy comes out at 0.77 eV. As for the multiplicity: 1. The HOMO energy comes out at -8.8 eV. As for the total energy: -10337.71020 eV. Its charge is 0. The orbital gap is 9.613 eV.

Partial atomic charges computed with the Mulliken method, in multiples of e: O -0.497; C -0.320; C 0.468; C -0.659; C -0.019; N -0.545; N -0.312; C -0.466; H 0.300; H 0.341; H 0.205; H 0.239; H 0.273; H 0.398; H 0.266; H 0.328

=====

No. 7
C5H8N2O | ωB97M-V/def2-TZVPD

```
16
Properties=species:S:1:pos:R:3:forces:R:3
C 2.272195 0.112362 -0.404033 0.01 -3.38 0.39
C 1.074545 -0.202121 0.637462 0.77 -0.83 0.32
C -0.310215 0.512314 0.712099 1.24 -1.15 0.45
C -2.402349 -0.505426 -0.049541 -1.74 0.94 -2.10
C -0.184136 -0.721726 -0.107538 -0.29 -1.01 0.66
H 2.750640 1.190154 -0.362298 -1.05 -2.45 -0.19
H 3.082234 -0.862432 0.129204 -1.90 3.37 -2.49
H 1.785243 -0.292355 -1.693211 2.12 1.60 4.03
H 1.425230 -0.797479 1.583398 -0.78 1.86 -1.55
H -0.737298 0.428382 1.751786 0.61 -0.80 -1.06
H -0.769676 2.131441 -0.627275 -0.95 -1.13 0.84
H -3.285890 -1.110823 -0.438537 0.37 1.76 1.13
H 0.275537 -0.627791 -1.130974 -2.35 -0.19 0.49
N -1.120880 1.436903 0.067505 -0.29 2.99 -0.44
N -2.384982 0.844670 -0.145462 1.19 -4.04 -0.52
O -1.470198 -1.536080 0.077408 3.06 2.46 0.06
```
Positions in Å, forces in eV/Å.

The lowest unoccupied orbital energy comes out at 0.68 eV. As for the multiplicity: 1. The HOMO energy comes out at -8.0 eV. As for the total energy: -10334.06349 eV. Its charge is 0. The orbital gap is 8.687 eV.

Partial atomic charges computed with the Mulliken method, in multiples of e: C -0.770; C -0.145; C -0.270; C 0.024; C 0.223; H 0.266; H 0.231; H 0.261; H 0.323; H 0.227; H 0.309; H 0.324; H -0.059; N -0.030; N -0.555; O -0.360

=====

No. 8
C5H8N2O | ωB97M-V/def2-TZVPD

```
16
Properties=species:S:1:pos:R:3:forces:R:3
C -2.872493 0.886723 -1.070630 -2.81 0.23 -2.38
C -1.688010 0.412054 -1.329560 0.51 0.04 2.32
N -0.752876 0.066700 -0.342913 3.68 -0.38 -4.28
C -0.789551 0.201619 1.018569 -2.12 1.70 3.90
C 0.575065 0.017089 -0.885164 -0.35 -0.20 2.75
N 1.701174 -0.080491 -0.267847 -0.99 0.47 -1.52
C 2.218108 -0.331623 0.950717 -1.85 -1.81 2.47
O 1.997295 -1.368655 1.619811 0.87 1.91 -1.60
H -3.521728 0.984959 -2.040505 0.93 0.15 2.36
H -3.287747 1.012246 -0.076003 -0.03 0.13 -0.33
H -1.327007 0.281963 -2.302989 0.31 -0.27 -1.24
H -0.379961 1.261400 1.318964 -0.69 -1.71 -0.28
H -2.028083 0.253110 1.377710 3.96 -0.82 -0.60
H -0.029924 -0.572000 1.421141 -2.10 0.99 0.20
H 0.547651 0.202830 -1.924147 0.39 -0.20 -1.16
H 2.751633 0.506092 1.439066 0.29 -0.25 -0.62
```
Positions in Å, forces in eV/Å.

The lowest unoccupied orbital energy comes out at 0.67 eV. As for the multiplicity: 1. The HOMO energy comes out at -8.9 eV. As for the total energy: -10339.54757 eV. Its charge is 0. The orbital gap is 9.618 eV.

Partial atomic charges computed with the Mulliken method, in multiples of e: C -0.907; C 0.338; N 0.048; C -0.764; C 0.163; N -0.406; C 0.032; O -0.549; H 0.197; H 0.253; H 0.230; H 0.301; H 0.155; H 0.276; H 0.291; H 0.342